Entry 1:
A single C2H3ClO2S molecule. Source: the OMol25 dataset; level of theory: ωB97M-V with the def2-TZVPD basis set.

Structure (XYZ):
```
9
Properties=species:S:1:pos:R:3:forces:R:3:nbo_charge:R:1
C -0.46961 0.88976 0.05275 -0.7 0.8 -1.4 -0.6455
C -0.44956 -0.58463 -0.14857 0.9 0.5 0.4 0.0876
O 2.20218 0.70829 -0.16849 0.4 -0.4 0.4 -0.9375
O -0.27887 -1.39332 0.93557 1.8 0.0 0.7 -0.6882
S 0.97987 0.48996 -0.95383 -0.5 -0.6 -0.1 1.1386
Cl -1.42698 -1.44391 -1.29052 -0.4 0.5 -0.6 0.0230
H -1.08585 1.62803 -0.46095 -0.5 -0.7 0.0 0.2497
H -0.15032 1.32935 0.97172 0.2 -0.4 0.9 0.2703
H 0.67915 -1.62350 1.06231 -1.1 0.3 -0.2 0.5020
```
Forces are in eV/Å.

Computed properties:
Energy above the lowest of the compared OMol25 structures with the same formula, charge and spin ... 161.02 kJ/mol
Strongest force on any atom ... 1.94 eV/A
Net charge ... 0
Spin multiplicity ... 1
Kohn-Sham gap ... 9.9 eV
LUMO energy ... 0.6 eV

***

Entry 2:
C37H41ClIrN3O3P2S2 as an isolated structure. Source: the OMol25 dataset; level of theory: ωB97M-V with the def2-TZVPD basis set.

Structure (XYZ):
```
90
Properties=species:S:1:pos:R:3:forces:R:3:lowdin_charge:R:1
Ir 0.62938 -0.28408 -0.13557 0.0 0.2 -0.7 0.5871
Cl 3.07297 -0.80453 -0.24581 0.2 0.0 0.2 0.7323
C 3.54753 -0.41271 1.42157 -0.1 -0.1 -0.1 -0.5827
C 4.85123 -0.06549 1.68080 0.0 0.0 0.1 -0.0613
C 5.17886 0.26688 2.99461 0.0 0.0 0.0 -0.0187
C 4.21325 0.25428 3.98871 0.0 0.0 0.0 -0.0239
C 2.90398 -0.10975 3.69282 0.0 0.0 0.0 -0.0501
C 2.55122 -0.46142 2.39123 0.1 -0.1 0.1 -0.3989
P 0.89777 -1.06230 1.95095 0.2 0.1 0.1 0.8925
C -0.18051 -0.53661 3.27123 -0.1 0.0 0.0 -0.3532
C -0.67790 -1.48575 4.16576 0.0 0.0 0.0 -0.0676
C -1.42143 -1.07403 5.26288 0.0 0.0 0.0 -0.0346
C -1.66240 0.27578 5.47230 0.0 0.0 0.0 -0.0281
C -1.16758 1.22376 4.58175 0.0 0.0 0.0 -0.0578
C -0.43533 0.82049 3.48083 0.0 0.0 0.0 -0.1107
C 0.99471 -2.85283 1.91089 0.1 0.0 0.1 -0.3749
C 0.19309 -3.60604 1.05242 0.0 0.0 0.0 -0.1115
C 0.27489 -4.98978 1.07443 0.0 0.0 0.0 -0.0439
C 1.15018 -5.62204 1.94672 0.0 0.0 0.0 -0.0288
C 1.95034 -4.87501 2.80279 0.0 0.0 0.0 -0.0355
C 1.87941 -3.49234 2.78528 0.0 0.0 0.0 -0.0676
H 5.59646 -0.05019 0.89753 0.0 0.0 0.0 0.1242
H 6.19834 0.54049 3.23174 0.0 0.0 0.0 0.1299
H 4.47888 0.52133 5.00244 0.0 0.0 0.0 0.1277
H 2.15646 -0.12949 4.47615 0.0 0.0 0.0 0.1225
H -0.47576 -2.53859 4.02045 0.0 0.0 0.0 0.1079
H -1.80059 -1.80959 5.95950 0.0 0.0 0.0 0.1247
H -2.23493 0.59370 6.33366 0.0 0.0 0.0 0.1249
H -1.35714 2.27554 4.75006 0.0 0.0 0.0 0.1219
H -0.06568 1.56694 2.78770 0.0 0.0 0.0 0.0885
H -0.49628 -3.12400 0.37087 0.0 0.0 0.0 0.0548
H -0.34183 -5.57620 0.40662 0.0 0.0 0.0 0.1213
H 1.21299 -6.70203 1.95907 0.0 0.0 0.0 0.1246
H 2.63092 -5.37055 3.48177 0.0 0.0 0.0 0.1236
H 2.50866 -2.91761 3.45398 0.0 0.0 0.0 0.1134
C -3.25181 -3.34841 2.40658 0.0 0.0 0.0 -0.0294
C -3.90769 -2.94841 1.11166 0.0 0.1 0.0 -0.4164
C -5.40786 -3.10331 1.11359 0.0 0.0 0.0 -0.0315
O -3.58483 -1.49511 0.92552 0.1 -0.1 0.1 -0.2954
P -3.47415 -0.82186 -0.47388 -0.4 0.0 -0.1 -0.0940
S -3.88303 -1.76167 -2.05934 -0.1 -0.1 -0.1 0.4385
S -1.30763 -0.60641 -0.88622 -0.1 -0.1 0.2 0.3252
O -3.99345 0.62534 -0.33035 0.2 0.1 0.0 -0.2674
C -4.41357 1.43806 0.84145 0.0 -0.1 0.0 -0.3750
C -5.74206 0.93379 1.34762 0.0 0.0 0.0 -0.0202
C -3.31496 1.47094 1.87583 0.0 0.0 0.0 -0.0531
H -3.37767 -4.42149 2.55400 0.0 0.0 0.0 0.1053
H -3.70980 -2.82970 3.24984 0.0 0.0 0.0 0.0970
H -2.18581 -3.12704 2.38664 0.0 0.0 0.0 0.0482
H -3.45923 -3.46852 0.26410 0.0 0.0 0.0 0.1163
H -5.85290 -2.47940 1.88970 0.0 0.0 0.0 0.0908
H -5.65908 -4.14166 1.33337 0.0 0.0 0.0 0.1044
H -5.84205 -2.84712 0.14934 0.0 0.0 0.0 0.0773
H -4.53124 2.41777 0.38324 0.0 0.0 0.0 0.1494
H -5.64413 -0.05920 1.78564 0.0 0.0 0.0 0.0720
H -6.48015 0.90708 0.54794 0.0 0.0 0.0 0.1013
H -6.10647 1.61181 2.12057 0.0 0.0 0.0 0.1034
H -3.22383 0.51682 2.39520 0.0 0.0 0.0 0.0770
H -3.54900 2.24067 2.61281 0.0 0.0 0.0 0.1017
H -2.35729 1.72363 1.41498 0.0 0.0 0.0 0.0728
C 2.93802 0.66924 -9.46650 0.0 0.0 0.0 0.0018
C 2.62858 1.22633 -8.13413 0.0 0.0 0.1 -0.1654
C 3.50208 1.02140 -7.02642 -0.1 0.0 -0.2 0.0241
C 3.22210 1.56410 -5.81689 -0.1 0.1 0.1 0.0320
C 2.04774 2.36355 -5.63764 0.0 -0.1 -0.1 -0.1475
N 1.84875 2.88765 -4.40188 -0.1 0.0 0.1 0.1903
C 0.93613 3.93014 -4.07995 0.1 0.1 0.0 -0.4522
O 0.30019 4.51299 -4.90573 0.0 0.0 0.0 0.1615
N 0.92281 4.30955 -2.75101 0.1 -0.1 0.0 0.1581
C 1.22349 3.63472 -1.55936 0.0 0.0 0.0 -0.1935
C 1.63355 4.38496 -0.45473 0.0 0.1 0.0 0.0503
C 1.85168 3.75420 0.74943 0.0 0.0 0.0 0.0127
C 1.64737 2.38893 0.85119 0.1 0.0 -0.1 -0.1041
N 1.23602 1.67055 -0.19691 0.0 0.0 0.2 -0.1541
C 1.03194 2.27090 -1.38853 -0.1 0.1 0.0 -0.0638
C 1.15417 2.56671 -6.73627 0.1 0.0 0.1 0.0575
C 1.45397 2.00661 -7.93708 0.1 -0.1 -0.1 0.0351
H 3.70268 -0.10245 -9.42702 0.0 0.0 0.0 0.0994
H 3.30662 1.47903 -10.11016 0.0 0.0 0.0 0.1290
H 2.03867 0.28082 -9.94746 0.0 0.0 0.0 0.1114
H 4.40016 0.43439 -7.16589 0.0 0.0 0.0 0.1383
H 3.89999 1.42280 -4.98338 0.0 0.0 0.0 0.1295
H 2.56555 2.68426 -3.71737 0.0 0.0 0.0 0.1534
H 0.51758 5.23160 -2.65194 -0.1 0.0 0.0 0.1755
H 1.77923 5.45403 -0.55152 0.0 0.0 0.0 0.1440
H 2.18160 4.31034 1.61550 0.0 0.0 0.0 0.1362
H 1.82815 1.85326 1.77079 0.0 0.0 0.0 0.0946
H 0.65342 1.65229 -2.19257 0.0 0.0 0.0 0.1098
H 0.26818 3.16524 -6.60994 0.0 0.0 0.0 0.1219
H 0.78508 2.15897 -8.77463 0.0 0.0 0.0 0.1441
```
Forces are in eV/Å.

Computed properties:
Energy above the lowest of the compared OMol25 structures with the same formula, charge and spin ... 229.83 kJ/mol
<S²> ... 0.77
Strongest force on any atom ... 0.69 eV/A
Net charge ... +3
Spin multiplicity ... 2
Kohn-Sham gap (alpha / beta) ... 6.8 / 5.3 eV
LUMO energy (alpha / beta) ... -8.9 / -10.3 eV

***

Entry 3:
C26H42N3Si2V as an isolated structure. Source: the OMol25 dataset; level of theory: ωB97M-V with the def2-TZVPD basis set.

Structure (XYZ):
```
74
Properties=species:S:1:pos:R:3:forces:R:3:lowdin_charge:R:1
V 0.59058 -0.93423 -0.97173 1.3 -1.6 -0.6 0.6460
C 4.15968 -0.62053 -2.71993 -0.2 0.0 0.1 -0.0355
C 3.86778 -0.70893 -1.24803 0.3 0.2 -0.1 -0.3402
C 4.81458 -0.29553 -0.32093 0.0 0.0 -0.1 -0.0664
C 4.52418 -0.42133 1.03797 -0.2 -0.2 -0.1 -0.0812
C 3.34308 -1.01283 1.41537 0.2 0.3 0.1 -0.0331
C 2.43368 -1.43873 0.42227 0.9 -0.4 0.5 -0.4793
N 2.69608 -1.22873 -0.89333 0.9 -0.2 0.1 0.0360
N 1.26878 -2.04483 0.63877 -0.4 0.0 0.3 -0.1164
Si 0.80748 -2.91063 2.02457 -0.4 -0.9 0.8 0.4449
C 0.40428 -1.97263 3.65777 0.2 -0.2 -0.8 -0.1684
C -0.73392 -3.92263 1.51857 0.6 0.4 0.3 -0.1685
C 2.20618 -4.13873 2.52427 -0.5 0.6 -0.3 -0.1781
H 4.91248 -1.36123 -2.99413 0.0 -0.1 0.0 0.0747
H 4.54868 0.36147 -2.97433 0.0 0.1 -0.1 0.0745
H 3.25208 -0.81133 -3.28973 0.0 0.0 0.0 0.0685
H 5.75238 0.12877 -0.65263 0.0 0.0 -0.1 0.0962
H 5.21958 -0.05783 1.78747 0.0 -0.1 0.0 0.0996
H 3.07008 -1.12793 2.45347 0.0 0.0 0.1 0.0853
H -0.39532 -1.25503 3.50757 -0.2 0.2 -0.1 0.0045
H 1.27278 -1.43393 4.02697 0.2 0.1 0.0 0.0085
H 0.09388 -2.66183 4.43847 0.0 -0.2 0.1 0.0166
H -1.42662 -3.28133 0.98237 -0.1 0.2 -0.1 0.0046
H -1.25142 -4.32343 2.38587 -0.1 -0.1 0.2 0.0147
H -0.46162 -4.75783 0.87727 0.1 -0.1 -0.2 0.0194
H 2.98708 -3.63203 3.08227 0.2 0.1 0.1 0.0081
H 2.67178 -4.58603 1.65227 0.0 -0.1 -0.2 0.0181
H 1.82618 -4.93963 3.14867 -0.2 -0.2 0.2 0.0121
C 1.32928 4.96957 -2.83383 -0.1 -0.5 0.5 -0.2047
Si 0.84638 3.96867 -1.26123 -0.1 0.5 0.1 0.4619
C 2.02188 4.54997 0.14307 -0.4 -0.3 -0.5 -0.1934
C -0.94562 4.49057 -0.81203 0.7 -0.3 -0.2 -0.1870
C 0.94768 2.15517 -1.46293 0.1 1.2 -0.2 -0.2076
C 0.92568 0.93067 -1.44013 0.3 1.7 -0.1 -0.1962
H 1.26408 6.04417 -2.67183 -0.1 0.1 0.2 0.0124
H 0.67478 4.72267 -3.66563 -0.1 -0.1 -0.1 0.0125
H 2.34558 4.74537 -3.14703 0.2 -0.1 0.0 0.0116
H 2.06398 5.63257 0.24227 -0.1 0.2 -0.1 0.0131
H 3.03278 4.19337 -0.03363 0.2 -0.1 -0.1 0.0156
H 1.70458 4.14037 1.09767 -0.1 -0.1 0.2 0.0051
H -1.05632 5.56227 -0.65703 0.1 0.2 0.0 0.0141
H -1.27212 3.98317 0.09087 0.0 -0.2 0.2 0.0099
H -1.63202 4.19747 -1.60143 -0.1 -0.1 -0.2 0.0179
C -5.38482 0.63477 1.46477 0.1 0.0 0.0 -0.0689
C -3.88822 0.59537 1.30177 0.0 0.1 0.1 -0.3035
C -3.06502 1.26177 2.19417 -0.1 0.0 0.0 -0.0544
C -1.68542 1.17077 2.02627 0.0 0.0 0.0 -0.2960
C -0.74312 1.89617 2.94807 0.0 0.0 -0.1 -0.0457
C -1.16712 0.43147 0.98827 0.0 -0.1 0.0 -0.0244
C -1.96752 -0.22813 0.01497 -0.5 0.4 0.5 -0.2593
C -3.35832 -0.12063 0.23987 0.0 -0.1 -0.2 -0.0059
N -1.30392 -0.87093 -0.97313 -2.1 -0.4 0.1 -0.1086
C -1.83402 -1.51423 -2.16633 -0.4 -0.3 -0.7 -0.6101
C -3.35312 -1.66213 -2.39813 0.3 0.1 0.2 -0.0683
C -1.28982 -0.72543 -3.38133 -0.1 -0.1 0.3 -0.0565
C -1.25762 -2.94883 -2.20913 -0.1 0.4 0.0 -0.0553
H -5.66392 1.21497 2.34267 -0.1 0.0 0.0 0.0632
H -5.77922 -0.37653 1.57567 -0.1 0.0 0.0 0.0727
H -5.85372 1.08367 0.58767 -0.1 0.0 0.0 0.0728
H -3.48952 1.84487 3.00187 0.0 0.0 0.1 0.0959
H -1.28502 2.47357 3.69697 0.0 0.0 0.0 0.0688
H -0.11492 2.57267 2.36867 0.1 0.1 0.0 0.0654
H -0.08432 1.19367 3.45787 0.1 0.0 0.1 0.0641
H -0.08622 0.36907 0.89147 -0.1 0.1 0.0 0.0816
H -4.07242 -0.59983 -0.40593 0.0 -0.1 -0.1 0.0722
H -3.84772 -0.69673 -2.46553 -0.1 0.1 0.0 0.0769
H -3.82202 -2.26283 -1.62173 -0.1 0.0 0.1 0.0756
H -3.50222 -2.17683 -3.35053 0.0 0.0 0.0 0.0755
H -1.60352 0.31487 -3.30433 0.1 0.1 0.0 0.0873
H -1.66062 -1.14083 -4.31963 0.1 -0.1 -0.1 0.0742
H -0.19262 -0.74693 -3.37673 -0.1 0.1 -0.2 0.0543
H -1.74902 -3.56573 -1.45863 0.1 -0.1 0.1 0.0730
H -0.18242 -2.91903 -1.98503 -0.1 -0.3 -0.2 0.0539
H -1.41752 -3.39893 -3.18983 0.1 -0.1 -0.1 0.0789
```
Forces are in eV/Å.

Computed properties:
Energy above the lowest of the compared OMol25 structures with the same formula, charge and spin ... 89.27 kJ/mol
<S²> ... 3.77
Strongest force on any atom ... 2.16 eV/A
Net charge ... -1
Spin multiplicity ... 4
Kohn-Sham gap (alpha / beta) ... 5.7 / 6.7 eV
LUMO energy (alpha / beta) ... 2.8 / 2.8 eV

***

Entry 4:
C4H11O3Pb as an isolated structure. Source: the OMol25 dataset; level of theory: ωB97M-V with the def2-TZVPD basis set.

Structure (XYZ):
```
19
Properties=species:S:1:pos:R:3:forces:R:3:nbo_charge:R:1
C -0.44751 -0.79615 -2.40552 0.2 1.8 -0.4 -0.2628
O 0.33057 -3.23236 -0.29909 -1.4 -1.3 -0.9 -1.2094
H -1.53539 -0.82702 -2.25509 0.5 -0.6 0.0 0.2173
H -0.23919 -0.07434 -3.20706 -0.1 0.1 0.3 0.2094
H 0.07736 -1.69116 -2.75433 -0.4 -0.2 1.0 0.2539
H 0.01356 -3.97586 0.21160 -0.2 -0.4 0.0 0.4933
C -0.21231 1.09285 -0.75492 -0.7 0.7 -0.5 -0.1027
C 0.58801 1.47705 0.46718 0.5 0.8 -0.1 -0.1194
O 0.64861 0.37904 1.38687 -1.4 4.1 2.2 -0.6349
C -0.06794 0.55390 2.61120 -0.4 0.5 0.7 -0.2755
H 0.01164 1.78463 -1.58020 -0.2 -0.1 0.3 0.2295
H -1.29262 1.10022 -0.54284 0.2 0.0 -0.1 0.2011
H 0.13895 2.35324 0.94981 0.1 -0.2 -0.1 0.2377
H 1.62228 1.72142 0.19371 -0.2 0.0 0.1 0.2262
H 0.04635 -0.36594 3.19348 0.0 0.2 -0.1 0.2175
H 0.36361 1.39424 3.16870 -0.1 -0.3 -0.1 0.2177
H -1.12900 0.74350 2.39998 0.2 -0.1 0.2 0.1960
Pb 0.90143 -1.42210 0.37108 4.7 -5.2 0.8 1.5625
O 0.18161 -0.21516 -1.15457 -1.3 0.1 -3.3 -0.6573
```
Forces are in eV/Å.

Computed properties:
Energy above the lowest of the compared OMol25 structures with the same formula, charge and spin ... 0.00 kJ/mol
Strongest force on any atom ... 7.05 eV/A
Net charge ... +1
Spin multiplicity ... 1
Kohn-Sham gap ... 8.6 eV
LUMO energy ... -3.8 eV

***

> Look up the strongest force on any atom of the first one.

1.94 eV/A

***

> Among the records above, which one has the lowest energy above the lowest of the compared OMol25 structures with the same formula, charge and spin?

C4H11O3Pb